--- i ---
Here is a 2-piece molecular cluster, C10H12NOP overall from OMol25. Energies are from ωB97M-V/def2-TZVPD.

Its HOMO energy (alpha / beta) is -0.275 / -0.333 Ha. Its HOMO-LUMO gap (alpha / beta) is 0.2348 / 0.3063 Ha.

Cartesian coordinates (Å):
C (-3.15721, 0.55839, -0.43304)
C (-1.98885, 1.25062, -0.02889)
C (-2.95448, -0.74055, -0.78529)
C (-0.82479, 0.56529, 0.22626)
C (-1.77099, -1.42421, -0.57908)
C (-0.71231, -0.80931, 0.01893)
C (1.61287, 1.79195, -1.14501)
C (0.72156, -2.83739, 0.75260)
C (2.02860, 0.56605, -1.40376)
C (0.53129, -1.56695, 0.35790)
N (1.64676, 2.01159, 2.12987)
O (3.41011, -1.27518, 0.13031)
P (2.11538, -0.56126, 0.06804)
H (-4.08675, 0.93823, -0.55584)
H (-2.08395, 2.27010, 0.19798)
H (-3.88972, -1.13181, -1.22440)
H (0.09560, 0.89532, 0.71961)
H (-1.62593, -2.54358, -0.89496)
H (1.52836, 2.56091, -2.01505)
H (1.63275, 2.22492, -0.09424)
H (1.76799, -3.30483, 0.88823)
H (-0.19465, -3.39923, 0.77551)
H (2.34027, -0.01393, -2.25801)
H (2.64594, 1.87436, 2.13550)
H (1.21216, 2.10048, 3.01683)



--- ii ---
Here is one molecule with the formula C10H12NOP from OMol25. Energies are from ωB97M-V/def2-TZVPD.

Its HOMO energy is -0.319 Ha. Its HOMO-LUMO gap is 0.3077 Ha.

Cartesian coordinates (Å):
C (-0.88053, 1.66824, -2.62895)
C (-2.15905, 1.22848, -2.55174)
C (-0.04112, 1.76390, -1.58093)
C (-2.57242, 0.58092, -1.33613)
C (-0.35668, 0.93551, -0.48715)
C (-1.66305, 0.45477, -0.33571)
C (3.07049, -1.84712, 1.71945)
C (0.55220, 0.70900, 0.65531)
C (1.32114, -0.59269, 0.39632)
C (0.85149, -1.35698, 2.57648)
N (1.81074, -1.26189, 1.60642)
O (3.43933, -2.55798, 2.58269)
P (-2.16298, -0.34340, 1.25958)
H (-0.65583, 2.11390, -3.60302)
H (-2.80047, 1.21212, -3.50872)
H (0.98094, 2.05662, -1.70066)
H (-3.57932, 0.24087, -1.12656)
H (3.53964, -1.43951, 0.82196)
H (1.33068, 1.61364, 0.71810)
H (0.03881, 0.67450, 1.61012)
H (0.63796, -1.27364, -0.13142)
H (2.23551, -0.39359, -0.26543)
H (1.29133, -1.95759, 3.37228)
H (-3.13805, -0.93468, 0.66663)
H (-1.09075, -1.29338, 1.27107)



Most stable to least stable: ii, i